# 1
# C37H33F10HgN6S

C37H33F10HgN6S as an isolated structure (ωB97M-V with the def2-TZVPD basis set, the Open Molecules 2025 dataset).

CARTESIAN COORDINATES (ANGSTROEM)
Hg (0.83046, -1.02202, 0.10235)
C (0.62144, -0.66113, 3.35461)
N (1.22338, -1.61387, 2.43692)
C (0.62006, -2.94202, 2.52329)
C (-0.85896, -3.03191, 2.18816)
N (-1.09407, -2.58387, 0.84442)
C (-2.26605, -2.81162, 0.26640)
C (-2.56946, -2.22363, -1.00392)
F (-1.67940, -1.38033, -1.54968)
C (-3.73444, -2.42387, -1.70022)
F (-3.92224, -1.81126, -2.88442)
C (-4.74326, -3.23774, -1.20235)
F (-5.88106, -3.46542, -1.90558)
C (-4.53079, -3.80738, 0.03240)
F (-5.48924, -4.60281, 0.56170)
C (-3.36527, -3.59104, 0.74377)
F (-3.32691, -4.20203, 1.96634)
C (2.67519, -1.73062, 2.66282)
C (3.50229, -1.84997, 1.39253)
N (3.48647, -0.56451, 0.74518)
C (4.07466, -0.40888, -0.43763)
C (4.24052, 0.91674, -0.94447)
F (3.87589, 1.94508, -0.15398)
C (4.79719, 1.21530, -2.16170)
F (4.94452, 2.50064, -2.54421)
C (5.26592, 0.20969, -2.99619)
F (5.84815, 0.50197, -4.18725)
C (5.18540, -1.08858, -2.53957)
F (5.68792, -2.08496, -3.30068)
C (4.62978, -1.38594, -1.31124)
F (4.64882, -2.69696, -0.94586)
H (0.68501, -1.00431, 4.40197)
H (-0.42362, -0.50269, 3.09452)
H (1.14985, 0.28913, 3.26397)
H (0.75433, -3.36201, 3.53731)
H (1.16738, -3.57568, 1.82033)
H (-1.44900, -2.43478, 2.90375)
H (-1.12506, -4.08252, 2.35225)
H (2.87147, -2.59004, 3.32079)
H (3.02296, -0.82698, 3.16644)
H (3.11697, -2.67609, 0.77696)
H (4.52442, -2.13189, 1.70126)
C (1.52698, -3.89369, -3.24221)
C (1.60080, -3.03023, -4.32806)
C (1.52934, -1.66127, -4.13835)
C (1.39351, -1.10486, -2.85552)
C (1.32136, -1.98626, -1.75968)
C (1.37282, -3.35615, -1.96705)
C (1.27350, 0.35390, -2.65537)
C (1.38258, 1.27285, -3.69754)
C (1.18241, 2.62520, -3.48804)
C (0.88631, 3.10380, -2.17661)
C (0.63313, 4.44514, -1.86481)
C (0.44053, 4.85709, -0.54802)
C (0.48810, 3.91596, 0.47464)
C (0.67731, 2.57201, 0.18922)
C (0.87204, 2.12794, -1.13429)
N (1.04327, 0.80938, -1.38721)
H (1.57797, -4.96814, -3.38527)
H (1.70141, -3.42794, -5.33272)
H (1.56166, -1.02359, -5.01343)
H (1.29084, -4.03710, -1.12467)
H (1.62526, 0.93284, -4.69518)
H (1.27780, 3.33359, -4.30357)
H (0.60379, 5.16959, -2.67314)
H (0.27196, 5.90456, -0.32182)
H (0.38844, 4.23824, 1.50660)
H (0.72357, 1.82775, 0.97877)
C (-2.09625, 4.77984, 2.91108)
C (-2.05207, 3.47831, 3.71687)
N (-1.77086, 2.30077, 2.92460)
C (-2.66359, 1.60571, 2.17241)
S (-2.16933, 0.29052, 1.28742)
N (-3.96691, 2.02630, 2.26448)
C (-4.98305, 1.45983, 1.38168)
C (-4.93545, 2.02638, -0.03189)
H (-2.33306, 5.62227, 3.56473)
H (-2.84554, 4.73323, 2.11907)
H (-1.13471, 4.96327, 2.43367)
H (-2.99626, 3.32505, 4.24425)
H (-1.26723, 3.55220, 4.47106)
H (-0.81249, 2.12750, 2.66212)
H (-4.06994, 3.02121, 2.40347)
H (-5.95494, 1.64907, 1.84343)
H (-4.81438, 0.38531, 1.34710)
H (-5.06699, 3.11187, -0.03047)
H (-5.72709, 1.58450, -0.63939)
H (-3.97813, 1.78705, -0.49386)

As for the expectation value of S²: 0.778. For the energy, the calculation gives -90027.69585 eV. As for the orbital gap (spin up / spin down): 3.20 / 5.06 eV. The value obtained for the relative energy (zero: lowest compared OMol25 entry of this formula, charge and spin) is 13.58 kcal per mole. The LUMO energy (spin up / spin down) is 0.1433 / 0.1432 Ha. As for the charge: -2. The spin multiplicity is 2.

Results of the Löwdin charge analysis, in e, for atoms 1 through 8:
1. Hg 1.170
2. C -0.120
3. N -0.280
4. C -0.223
5. C -0.280
6. N -0.052
7. C -0.261
8. C -0.190

# 2
# C9H11BBrF3N3O9S2

A 2-piece molecular cluster, C9H11BBrF3N3O9S2 overall in a non-equilibrium geometry (ωB97M-V with the def2-TZVPD basis set, the Open Molecules 2025 dataset).

CARTESIAN COORDINATES (ANGSTROEM)
C (0.78530, 3.54668, 0.77180)
B (0.88923, 1.98242, 1.12014)
O (0.96703, 1.64907, 2.46312)
C (0.85290, 0.93806, -0.12503)
O (2.17414, 1.22807, -0.79189)
C (3.13985, 1.34320, 0.10783)
N (4.05994, 1.26405, 0.76457)
C (-0.21775, 1.05239, -1.23002)
S (-1.95287, 0.77258, -0.82764)
O (-2.73256, 1.55798, -1.77222)
O (-2.31419, -0.59330, -0.95946)
C (-2.47595, 1.36368, 0.84967)
F (-2.29086, 2.66904, 1.06993)
F (-1.88738, 0.58818, 1.79948)
F (-3.77512, 1.10514, 0.94687)
C (0.11436, -0.19054, -2.17622)
N (1.12100, 0.08003, -3.24534)
C (0.54275, -1.15539, -1.02737)
N (0.93043, -0.51966, 0.08777)
C (1.36214, -1.33456, 1.22551)
C (2.83179, -1.88898, 1.04025)
O (3.62671, -1.66551, 1.86060)
Br (3.37794, -2.93692, -0.52132)
H (1.68333, 4.11635, 1.09140)
H (-0.13134, 3.98556, 1.22960)
H (0.66853, 3.70580, -0.32845)
H (0.25211, 1.02952, 2.70316)
H (-0.09303, 1.95399, -1.86092)
H (-0.73354, -0.58542, -2.77732)
H (2.00505, -0.25013, -2.84648)
H (0.89129, -0.54357, -4.01828)
H (0.51496, -2.26028, -1.06682)
H (1.22316, -0.87406, 2.21553)
H (0.71331, -2.24930, 1.21258)
O (-4.20334, -3.42315, -0.45270)
S (-3.23892, -3.77716, 0.60721)
O (-3.56509, -3.05538, 1.85430)
O (-1.85278, -3.39503, 0.15829)
O (-3.26249, -5.23341, 0.84788)

For the energy, the calculation gives -132945.91828 eV. As for the orbital gap: 3.10 eV. The LUMO energy is -0.0038 Ha. As for the charge: -1.

Results of the Löwdin charge analysis, in e, for atoms 1 through 8:
1. C 0.016
2. B -0.446
3. O 0.148
4. C -0.229
5. O 0.057
6. C -0.325
7. N 0.244
8. C -0.184

# 3
# C6H9N2Si

An isolated ion of composition C6H9N2Si and charge +1 in a non-equilibrium geometry (ωB97M-V with the def2-TZVPD basis set, the Open Molecules 2025 dataset).

CARTESIAN COORDINATES (ANGSTROEM)
C (-0.14316, -2.91653, 0.74540)
C (0.61131, -2.03341, 1.51877)
C (-0.69085, -2.12010, -0.31636)
C (0.45234, -0.72340, 0.97100)
C (0.60053, 0.45720, 1.50872)
C (0.65455, 2.87118, -0.92106)
N (-0.30860, -0.85670, -0.18707)
N (0.35764, 1.55676, -1.02523)
Si (-1.05525, 0.59346, -0.97230)
H (-0.28958, -3.97836, 0.73320)
H (1.20824, -2.45166, 2.35226)
H (-1.31618, -2.14459, -1.20027)
H (1.07947, 0.81270, 2.38060)
H (1.42660, 3.07068, -0.20529)
H (-0.08662, 3.70935, -0.65989)
H (1.13116, 3.19570, -1.91061)
H (-1.16389, -0.09547, -2.26808)
H (-2.46772, 1.05318, -0.54379)

For the energy, the calculation gives -17213.78714 eV. As for the orbital gap (spin up / spin down): 8.03 / 7.48 eV. The value obtained for the relative energy (zero: lowest compared OMol25 entry of this formula, charge and spin) is 104.94 kcal per mole. The LUMO energy (spin up / spin down) is -0.2123 / -0.2173 Ha. As for the charge: +1.

Results of the Löwdin charge analysis, in e, for atoms 1 through 8:
1. C 0.033
2. C 0.060
3. C 0.000
4. C -0.366
5. C 0.335
6. C -0.251
7. N -0.132
8. N -0.089

# 4
# C30H47Cl2EuN4O8Si

C30H47Cl2EuN4O8Si as an isolated structure in a non-equilibrium geometry (ωB97M-V with the def2-TZVPD basis set, the Open Molecules 2025 dataset).

CARTESIAN COORDINATES (ANGSTROEM)
C (-1.30132, -0.47847, -4.19443)
C (-0.83414, -1.78913, -3.64429)
H (-1.07747, -0.40120, -5.26308)
H (-0.84925, 0.37188, -3.65320)
H (-2.39499, -0.39696, -4.07973)
C (-0.31962, -2.80111, -4.36617)
C (-0.16596, -2.81917, -5.84891)
H (-0.01017, -3.71861, -3.86151)
H (-0.35768, -1.85198, -6.32937)
H (-0.84035, -3.55680, -6.30646)
H (0.85296, -3.14259, -6.09898)
Eu (0.42719, 0.66196, 0.03893)
Cl (0.15281, 2.66401, -1.65393)
C (0.21696, -2.31127, 1.63547)
O (1.03944, -1.37565, 1.47561)
N (0.33484, -3.29983, 2.53378)
C (1.58774, -3.52306, 3.24452)
C (-0.76063, -4.22777, 2.80141)
H (-0.69948, -2.35438, 1.01936)
H (2.28683, -2.73595, 2.95832)
H (2.00241, -4.50745, 2.98469)
H (1.41551, -3.50407, 4.32993)
H (-1.65603, -3.87906, 2.27082)
H (-0.97038, -4.25327, 3.88399)
H (-0.50320, -5.24100, 2.45592)
H (0.92070, 3.73911, 5.05788)
H (-1.05509, 5.01967, 4.28597)
C (1.37619, 3.86145, 4.06702)
C (-0.63708, 5.08502, 3.27216)
N (0.33217, 4.02076, 3.06122)
H (1.98096, 2.99119, 3.82449)
C (0.28647, 3.22613, 1.99297)
O (1.00828, 2.19955, 1.86884)
H (-1.43782, 4.96525, 2.53267)
H (-0.42983, 3.50050, 1.19908)
H (2.00527, 4.75840, 4.10683)
H (-0.17129, 6.07336, 3.15799)
H (1.57907, -0.14016, -3.73974)
H (2.54440, -2.69291, -3.46009)
C (2.55144, 0.16244, -3.32434)
C (3.42835, -2.15030, -3.09401)
N (3.04464, -0.89990, -2.45740)
H (2.43122, 1.09381, -2.76110)
C (3.14548, -0.74894, -1.13397)
O (2.77162, 0.27076, -0.50387)
H (3.94835, -2.77227, -2.35585)
H (3.59889, -1.61874, -0.63117)
H (3.26172, 0.29487, -4.15395)
H (4.08767, -1.95779, -3.94904)
O (-0.02119, -1.00581, -1.58465)
C (-0.93476, -1.86417, -2.12143)
C (0.37034, -3.92282, -1.34886)
C (-0.85396, -3.28909, -1.53277)
H (1.28414, -3.39418, -1.64632)
C (0.41306, -5.20885, -0.80338)
H (-1.94928, -1.50058, -1.86896)
C (-2.04009, -3.95341, -1.20928)
H (1.38515, -5.68640, -0.67238)
C (-0.76951, -5.85660, -0.43684)
C (-2.00523, -5.23498, -0.65741)
H (-2.98982, -3.44086, -1.40893)
H (-0.71536, -6.84777, 0.02244)
H (-2.93286, -5.74815, -0.39594)
Si (-0.15895, 6.54600, -3.18591)
Cl (-0.45664, 5.40164, -4.89313)
C (1.66224, 6.37920, -2.78123)
C (-1.31116, 5.81944, -1.91298)
C (-0.60003, 8.34692, -3.51602)
H (1.90993, 5.31418, -2.67073)
H (1.89884, 6.89922, -1.84269)
H (2.27643, 6.80945, -3.58549)
H (0.04747, 8.78856, -4.28118)
H (-0.49477, 8.95568, -2.60899)
H (-1.63450, 8.45077, -3.85996)
H (-1.03210, 4.76000, -1.76958)
H (-2.35630, 5.87088, -2.25867)
H (-1.21999, 6.34312, -0.95086)
O (-2.85007, -1.32808, 1.31172)
C (-2.19197, -0.41178, 1.85850)
O (-1.59838, 0.56161, 1.25936)
C (-1.98979, -0.52992, 3.36097)
C (-0.84154, -0.00667, 3.99209)
C (-0.46402, -0.42916, 5.26283)
C (-1.28242, -1.36040, 5.92991)
C (-2.55990, -1.68613, 5.42624)
C (-2.89166, -1.28735, 4.14113)
N (-0.67102, -2.29591, 6.81745)
O (0.54332, -2.17668, 7.06842)
O (-1.36865, -3.23375, 7.25854)
H (-0.18683, 0.69282, 3.47083)
H (0.48681, -0.12447, 5.69751)
H (-3.21412, -2.32079, 6.01674)
H (-3.83872, -1.60507, 3.71465)

As for the expectation value of S²: 12.010. For the energy, the calculation gives -106468.98573 eV. As for the orbital gap (spin up / spin down): 7.18 / 7.19 eV. The value obtained for the relative energy (zero: lowest compared OMol25 entry of this formula, charge and spin) is 0.00 kcal per mole. The LUMO energy (spin up / spin down) is -0.0384 / -0.0383 Ha. The spin multiplicity is 7.

Results of the Löwdin charge analysis, in e, for atoms 1 through 8:
1. C -0.046
2. C -0.240
3. H 0.062
4. H 0.060
5. H 0.094
6. C -0.124
7. C -0.102
8. H 0.098

# 5
# C6H12N

An isolated ion of composition C6H12N and charge +1 in a non-equilibrium geometry (ωB97M-V with the def2-TZVPD basis set, the Open Molecules 2025 dataset).

CARTESIAN COORDINATES (ANGSTROEM)
C (-0.28987, 1.60211, -2.14263)
C (-0.10465, 0.43686, 0.08335)
C (-1.11097, -0.58594, 0.21793)
C (0.41199, 1.28229, -0.99224)
C (1.64117, 1.89085, -0.72523)
C (-0.21605, -2.44306, 1.30610)
N (-1.12823, -1.27927, 1.53111)
H (0.21663, 2.09416, -2.95618)
H (-1.26571, 1.06697, -2.22340)
H (0.42973, 0.59068, 0.98518)
H (-1.77289, -0.91025, -0.58416)
H (1.70647, 2.46964, 0.28574)
H (1.96747, 2.69115, -1.40581)
H (2.55684, 1.17603, -0.81998)
H (-0.11049, -3.12676, 2.13550)
H (-0.67423, -2.73374, 0.31099)
H (0.71013, -2.00397, 1.07447)
H (-0.83419, -0.64907, 2.25573)
H (-2.13317, -1.56867, 1.66353)

For the energy, the calculation gives -7897.19437 eV. As for the orbital gap (spin up / spin down): 8.69 / 8.69 eV. The value obtained for the relative energy (zero: lowest compared OMol25 entry of this formula, charge and spin) is 66.12 kcal per mole. The LUMO energy (spin up / spin down) is -0.1471 / -0.1471 Ha. As for the charge: +1.

Results of the Löwdin charge analysis, in e, for atoms 1 through 8:
1. C 0.136
2. C 0.008
3. C -0.051
4. C -0.409
5. C -0.125
6. C 0.020
7. N -0.011
8. H 0.079